No. 1
Below is a 2-piece molecular cluster, C31H58NO2 overall in a non-equilibrium geometry, with properties calculated with ωB97M-V with the def2-TZVPD basis set.

XYZ file:
```
92
Properties=species:S:1:pos:R:3:forces:R:3
C 6.0951 -0.5123 3.7216 0.1 0.1 -0.4
C 6.9100 -0.0702 2.4939 0.6 -0.3 0.6
C 7.3720 -1.2664 1.6421 -0.8 0.5 -0.2
C 6.2120 -1.7513 0.7117 1.2 -0.7 0.5
C 5.6694 -3.1645 1.0877 -0.1 0.9 0.0
C 4.1717 -3.2122 1.3858 -0.2 -0.7 -0.3
C 3.2748 -2.9437 0.1574 -0.6 0.3 0.7
C 2.7913 -1.4635 0.0903 0.1 -0.6 -1.0
C 2.8821 -0.8762 -1.3383 0.6 0.3 0.1
C 3.3626 0.5961 -1.4222 -0.3 -0.2 0.2
C 2.8624 1.5315 -0.3065 0.1 0.0 -0.3
C 1.3408 1.5172 -0.0678 0.4 0.1 -0.1
C 0.4841 1.4341 -1.3536 -0.5 0.1 1.0
C -0.7224 2.4207 -1.3281 0.0 -0.9 0.0
C -2.0069 1.8013 -1.9299 1.5 1.2 -1.7
C -1.5938 1.2373 -3.3237 -0.8 -0.6 0.2
C -3.0642 2.8859 -2.1881 -0.5 -0.3 0.3
C -4.5160 2.3576 -2.3701 0.6 0.0 0.4
C -4.9200 1.1836 -1.4087 0.3 0.7 -0.6
O -5.4366 0.0495 -2.0621 0.4 0.3 0.2
C -4.5464 -0.6481 -2.9042 -0.6 -1.2 -0.9
C -5.3991 -1.5812 -3.7933 0.0 0.7 0.4
C -3.8086 0.9169 -0.3961 -0.8 -0.6 0.8
C -4.0621 -0.2394 0.6095 0.0 0.6 0.4
C -5.5120 -0.5481 0.9046 0.9 -0.4 -0.4
C -6.4219 0.3633 1.3689 0.4 0.9 0.0
C -7.7211 -0.0170 1.5963 -0.5 1.2 0.4
C -8.1401 -1.2968 1.3843 -1.2 -1.1 0.1
C -9.5598 -1.7582 1.6271 0.3 -0.4 -0.3
C -7.2226 -2.2368 0.9502 -0.2 0.0 0.1
C -5.9355 -1.8424 0.7212 0.8 -1.1 -0.4
N -2.4598 0.7075 -0.9987 0.4 0.4 0.0
H 6.4992 -1.4488 4.1151 -0.1 0.0 0.1
H 5.0513 -0.6639 3.4274 0.0 -0.2 0.2
H 6.1199 0.2280 4.5231 -0.1 0.0 -0.1
H 6.3143 0.6424 1.9171 0.2 0.0 -0.2
H 7.7987 0.4750 2.8189 -0.1 0.0 0.1
H 8.2472 -0.9771 1.0549 -0.1 0.0 -0.1
H 7.7054 -2.0677 2.3083 0.0 0.0 -0.1
H 6.6520 -1.8237 -0.2860 -0.5 0.3 -0.2
H 5.4468 -0.9778 0.7588 -0.1 -0.1 -0.3
H 6.2404 -3.5048 1.9538 -0.1 -0.2 0.0
H 5.8708 -3.8413 0.2528 0.0 -0.1 0.2
H 3.8753 -2.5385 2.1969 0.2 0.0 0.0
H 3.9363 -4.2231 1.7391 0.1 0.1 0.1
H 3.7519 -3.2675 -0.7706 0.1 0.1 0.1
H 2.3770 -3.5602 0.2730 0.1 -0.1 -0.2
H 3.4074 -0.8915 0.7822 -0.2 0.2 0.0
H 1.7427 -1.4359 0.3993 0.2 0.2 0.4
H 3.6323 -1.4707 -1.8674 -0.1 0.1 -0.2
H 1.9539 -0.9996 -1.9059 0.0 -0.1 0.2
H 3.0788 1.0000 -2.3991 0.1 0.0 0.0
H 4.4558 0.5888 -1.3968 -0.1 0.1 0.0
H 3.1873 2.5504 -0.5445 0.0 -0.1 0.0
H 3.3889 1.2619 0.6124 -0.2 0.1 0.1
H 1.1284 0.6732 0.5945 -0.2 0.0 -0.1
H 1.0521 2.4163 0.4857 0.2 0.0 0.0
H 1.0789 1.6370 -2.2412 0.0 -0.2 0.0
H 0.1075 0.4061 -1.4142 0.2 0.0 -0.3
H -0.4233 3.2704 -1.9413 -0.4 0.3 0.3
H -0.9516 2.7309 -0.3004 0.1 0.2 -0.1
H -0.7085 1.7361 -3.7097 0.0 0.0 0.1
H -1.4054 0.1578 -3.3074 0.2 0.1 0.0
H -2.4020 1.3963 -4.0396 0.1 -0.1 0.0
H -2.7751 3.3448 -3.1342 0.1 0.2 0.2
H -3.0003 3.6790 -1.4368 -0.1 -0.2 0.1
H -4.6540 2.0927 -3.4189 -0.2 -0.2 0.1
H -5.1830 3.1934 -2.1605 0.0 -0.1 -0.2
H -5.7456 1.5840 -0.8239 -0.1 -0.4 0.1
H -3.8770 -1.3187 -2.3371 0.2 0.4 0.1
H -3.9737 -0.0091 -3.5817 0.0 0.3 0.4
H -5.5578 -2.5329 -3.2895 0.0 -0.1 -0.3
H -4.9545 -1.6951 -4.7812 0.1 -0.3 0.1
H -6.3642 -1.0865 -3.9219 0.0 -0.1 -0.1
H -3.7190 1.8296 0.2003 0.1 0.1 -0.3
H -3.5292 -1.1428 0.2973 -0.2 0.0 -0.1
H -3.6034 0.0603 1.5622 0.2 -0.1 -0.2
H -6.1313 1.3974 1.5390 0.0 -0.1 0.1
H -8.4088 0.7399 1.9595 -0.1 -0.1 0.0
H -9.6969 -2.0892 2.6588 -0.1 0.3 0.0
H -9.7187 -2.6501 1.0151 -0.2 0.1 0.0
H -10.3102 -1.0268 1.3283 0.1 0.1 0.3
H -7.5233 -3.2652 0.7945 0.0 0.0 0.0
H -5.2220 -2.5915 0.3840 0.0 0.1 0.0
H -2.3450 -0.1894 -1.4738 -0.5 -0.1 0.1
H -1.7966 0.6931 -0.2170 0.0 -0.1 -0.1
C 8.5253 3.3137 3.8280 -0.1 0.1 -0.2
O 7.2932 2.9168 3.2304 0.0 0.1 0.1
H 8.6918 2.6896 4.7024 -0.1 0.0 0.0
H 9.3529 3.1759 3.1275 0.1 0.0 0.1
H 8.4816 4.3601 4.1392 0.1 0.0 0.1
H 7.1558 3.4738 2.4594 0.0 0.0 0.0
```
Forces are in eV/Å.

Properties
E_HOMO in Eh: -0.4202
Net charge: +1

=====

No. 2
Below is a 10-piece molecular cluster, C31H59Cl9O14 overall in a non-equilibrium geometry, with properties calculated with ωB97M-V with the def2-TZVPD basis set.

XYZ file:
```
113
Properties=species:S:1:pos:R:3:forces:R:3
C 0.2137 -18.9773 -2.0645 1.5 -0.5 0.4
Cl -0.9511 -18.9767 -3.3701 -0.3 0.2 0.2
Cl -0.3466 -18.5390 -0.4597 -0.9 -0.1 0.1
Cl 1.5417 -17.8207 -2.3641 0.0 -0.2 -0.6
H 0.6513 -19.9948 -2.0103 -0.3 0.7 -0.1
C -6.7458 -25.2447 0.0660 1.3 -1.3 -0.9
Cl -7.8424 -26.1657 -0.9870 0.5 0.2 -0.1
Cl -5.8102 -23.9848 -0.7263 -0.6 -0.1 -0.2
Cl -5.5886 -26.3076 0.9419 -0.4 0.0 -0.4
H -7.3785 -24.8890 0.7981 -1.0 1.3 1.4
C -3.2742 -24.8644 -3.6464 -0.6 -0.4 -0.4
Cl -3.9461 -26.3735 -4.4018 0.5 0.7 0.4
Cl -4.3670 -23.4983 -4.1018 0.7 -0.6 0.2
Cl -1.5753 -24.6268 -4.1513 -1.0 0.1 0.4
H -3.3770 -24.9862 -2.5648 0.5 0.2 -0.3
O -4.5962 -21.2314 -9.8939 -1.8 1.4 -0.8
C -3.5754 -21.8046 -9.7606 1.0 -1.6 1.9
O -3.0388 -21.9991 -8.5228 1.5 0.3 -0.7
C -3.7513 -21.5163 -7.3780 -1.3 0.0 -1.4
C -2.8534 -21.2535 -6.2519 2.0 -0.3 1.1
C -2.8600 -22.6007 -10.8060 -2.3 -0.3 0.0
H -4.4180 -22.3355 -7.2236 -1.0 -0.3 0.8
H -4.3037 -20.6226 -7.6679 -0.2 -0.1 0.0
H -3.2971 -21.3564 -5.2480 -0.2 0.1 -0.6
H -2.4845 -20.2140 -6.3257 0.4 -0.6 0.1
H -2.0360 -22.0402 -6.2746 -0.6 1.2 0.1
H -3.2213 -23.6492 -10.6858 0.5 0.7 0.0
H -1.8248 -22.5245 -10.7249 1.7 0.0 0.0
H -3.2654 -22.2281 -11.7368 0.3 -0.1 -0.4
O 3.9456 -26.7195 -1.8336 0.4 1.9 -0.1
C 3.6517 -27.7761 -1.3836 -1.2 -1.7 -0.8
O 2.7044 -27.9747 -0.4258 0.2 0.5 -0.5
C 2.0363 -26.7547 0.0644 0.6 -0.5 -0.3
C 0.9288 -26.1759 -0.8123 0.6 0.7 0.1
C 4.2071 -29.0742 -1.9556 0.1 0.0 1.7
H 2.8496 -26.0544 0.3119 -0.6 0.0 -0.2
H 1.5449 -27.0911 0.9695 0.2 -0.1 0.3
H 1.2593 -25.6364 -1.7263 -0.1 -0.7 0.5
H 0.5219 -25.4013 -0.1463 -0.3 -0.1 -0.3
H 0.1435 -26.9182 -1.0076 0.3 0.3 -0.1
H 4.2175 -29.7459 -1.0856 0.0 -0.5 -0.8
H 5.1983 -28.9336 -2.3236 1.0 0.5 0.3
H 3.7430 -29.4549 -2.8520 -1.0 -0.1 0.2
O 0.0436 -30.2614 -6.0369 0.1 -2.1 -0.2
C 0.5174 -29.2216 -6.3625 -1.6 1.1 1.0
O 0.3252 -28.1603 -5.5729 0.6 1.6 -0.1
C -0.2066 -28.3479 -4.2749 -1.0 -1.3 0.9
C 0.7949 -29.0401 -3.3414 -1.8 0.5 0.0
C 1.1449 -28.8754 -7.6385 -0.5 0.6 -1.4
H -1.1601 -28.9418 -4.2668 0.8 0.4 -0.5
H -0.4890 -27.3788 -3.8811 0.3 0.4 -0.3
H 0.8046 -30.0979 -3.5366 0.2 -0.4 -0.1
H 0.4243 -28.8626 -2.3192 0.5 -0.1 -0.2
H 1.7387 -28.5920 -3.5232 1.0 0.3 0.2
H 2.0442 -28.3181 -7.5076 0.9 0.1 0.3
H 0.5196 -28.1341 -8.2181 0.2 -1.1 0.6
H 1.2940 -29.8059 -8.1786 0.1 0.2 -0.3
O -2.4002 -23.9325 -0.6396 0.3 1.6 1.1
C -2.0104 -22.9778 0.0386 -0.2 -0.6 -0.1
O -2.3552 -22.7547 1.3207 0.1 0.2 -0.6
C -3.3873 -23.5277 1.8906 -0.1 -2.3 0.9
C -3.6160 -23.1450 3.3566 0.2 1.0 -0.7
C -0.9558 -21.9738 -0.4098 -0.9 -2.0 0.4
H -3.1178 -24.6390 1.8023 -0.1 1.4 0.3
H -4.3305 -23.4681 1.3738 -0.1 0.5 -0.6
H -4.2632 -23.8735 3.8096 -0.7 -0.2 0.1
H -4.0017 -22.0965 3.4997 0.2 -1.1 -0.3
H -2.7070 -23.2346 3.9093 0.8 0.1 0.3
H -0.1081 -22.6215 -0.5597 1.0 0.3 0.3
H -0.8578 -21.0926 0.1728 0.3 0.2 0.9
H -1.2024 -21.6762 -1.3750 -0.6 0.5 -1.9
O -3.8534 -20.8299 0.1237 -0.2 0.1 0.0
C -4.6533 -19.9295 0.0096 0.2 -1.0 0.8
O -4.9044 -19.3190 -1.1159 -0.4 0.9 -0.9
C -4.4667 -19.8711 -2.3827 0.5 -0.6 1.2
C -4.8614 -18.8512 -3.3994 0.7 -0.8 -1.0
C -5.5288 -19.3950 1.1078 0.3 0.9 0.9
H -5.0244 -20.8132 -2.5058 0.2 0.2 -0.1
H -3.3916 -20.1360 -2.3270 -0.6 0.3 -0.1
H -4.2240 -17.9293 -3.4019 -0.3 -1.2 -0.6
H -5.8350 -18.5334 -3.1622 -1.4 0.5 0.4
H -5.0312 -19.4812 -4.3146 0.8 1.3 0.1
H -5.4847 -19.9625 2.0231 0.3 -0.6 0.1
H -6.5749 -19.3445 0.8299 0.0 0.2 -0.4
H -5.1848 -18.3866 1.4201 -0.3 -0.4 -0.5
O 1.4563 -22.1045 -3.0446 0.9 -0.8 -1.7
C 2.0088 -22.6892 -3.9836 -0.6 1.6 0.5
O 1.8507 -22.3010 -5.2938 0.4 -0.2 1.2
C 1.2941 -20.9621 -5.5875 0.8 -0.3 1.3
C 2.4373 -19.9123 -5.5577 -0.2 -1.3 -0.4
C 2.9124 -23.8994 -3.7549 0.4 0.5 -0.9
H 0.5214 -20.7206 -4.8285 0.3 -0.3 -0.8
H 0.9540 -21.1152 -6.5987 -0.6 0.2 -0.1
H 2.9015 -19.9310 -6.5482 0.3 0.0 0.3
H 3.1726 -20.2253 -4.7889 -0.4 0.6 -0.4
H 2.0460 -18.9124 -5.4223 0.0 0.2 0.4
H 3.0011 -24.0028 -2.6846 -0.4 -0.5 0.2
H 3.9809 -23.8087 -4.1019 -1.3 0.3 -0.1
H 2.4580 -24.7540 -4.2802 0.3 0.1 0.5
O -1.4504 -27.4694 2.3206 2.1 1.2 0.2
C -2.5346 -27.9309 2.2120 -0.8 -0.5 0.5
O -2.9438 -28.6089 1.1747 0.1 -0.6 -1.7
C -2.0122 -28.6711 0.0547 -2.0 0.4 -1.5
C -2.6014 -27.7944 -1.1143 0.3 -2.4 -1.4
C -3.5308 -27.8926 3.2862 -2.8 1.0 0.2
H -1.9611 -29.7373 -0.1909 0.1 0.3 -0.1
H -1.0445 -28.2647 0.2782 0.3 -0.1 0.6
H -2.5255 -26.7574 -0.9040 -0.1 1.0 0.4
H -3.6237 -28.0597 -1.5402 1.1 0.2 1.2
H -1.9487 -27.9833 -2.0125 -0.3 0.2 0.8
H -4.6134 -28.1095 2.9839 1.7 -0.4 0.3
H -3.6135 -26.8678 3.6464 0.4 0.1 0.2
H -3.1765 -28.4884 4.1019 -0.1 -0.5 0.5
```
Forces are in eV/Å.

Properties
E_HOMO in Eh: -0.3755
ΔE to the lowest compared entry with this formula, charge and spin in kJ/mol: 176.2
Net charge: 0